# 1
{"formula": "C10H20FeN2OP", "method": "ωB97M-V/def2-TZVPD", "species": ["C", "C", "C", "C", "C", "Fe", "P", "H", "H", "H", "H", "H", "H", "H", "H", "C", "N", "C", "C", "O", "N", "C", "C", "H", "H", "H", "H", "H", "H", "H", "H", "H", "H", "H", "H"], "positions_angstrom": [[-0.52673, 0.22624, -3.34892], [-1.26502, 1.49393, -3.42419], [-0.37077, 2.60930, -3.14711], [0.93354, 2.09407, -3.11369], [0.91141, 0.62551, -3.24502], [0.79880, -1.17028, -1.45123], [0.03096, -3.14475, -1.72872], [-0.88367, -0.80598, -3.61869], [-2.29150, 1.67631, -3.72066], [-0.67235, 3.69102, -3.16551], [1.78697, -0.08975, -3.45570], [1.80417, 2.73224, -3.12104], [1.07369, -3.93171, -2.29730], [-1.09313, -3.51796, -2.49275], [-0.18946, -3.87349, -0.52341], [2.42665, -0.00536, 1.05701], [1.22225, 0.10435, 1.87213], [1.41665, -0.00150, 3.30280], [0.01023, 0.12820, 1.25455], [-0.03911, 0.05347, 0.00248], [-1.17090, 0.22496, 1.94416], [-1.41201, 0.05313, 3.37342], [-2.42408, 0.26040, 1.18896], [3.27693, -0.07783, 1.75012], [2.54777, 0.87943, 0.41173], [2.40091, -0.91238, 0.41246], [0.83449, 0.76918, 3.83362], [1.13679, -1.01016, 3.67260], [2.48948, 0.14933, 3.50679], [-1.33595, 1.01184, 3.94200], [-2.45809, -0.31979, 3.44983], [-0.75986, -0.71497, 3.84326], [-2.18158, 0.24934, 0.12214], [-3.02694, -0.62390, 1.46480], [-3.00055, 1.16756, 1.44910]], "gap_ev": [4.91, 5.89], "e_tot_ha": -2182.6054, "total_charge": 0, "multiplicity": 6, "s2": 8.765, "e_homo_ha": [-0.1694, -0.2319]}

---

# 2
{"formula": "C21H34N2O6S", "method": "ωB97M-V/def2-TZVPD", "species": ["C", "C", "C", "C", "C", "C", "C", "H", "H", "S", "O", "O", "N", "H", "C", "H", "C", "O", "N", "C", "H", "H", "C", "H", "H", "O", "C", "H", "C", "H", "O", "C", "C", "O", "C", "C", "H", "H", "H", "H", "H", "H", "H", "H", "H", "H", "C", "H", "H", "C", "C", "H", "H", "H", "C", "H", "H", "H", "H", "H", "H", "H", "H", "H"], "positions_angstrom": [[6.87700, 2.94166, -0.23888], [5.62964, 2.30795, -0.15420], [5.42568, 1.45224, 0.81329], [4.07396, 0.76150, 0.99311], [3.00128, 1.01092, 0.05149], [3.10233, 2.04582, -0.73440], [4.31981, 2.57031, -0.79233], [4.54060, 3.46008, -1.85148], [2.26115, 2.43951, -1.49214], [1.42916, 0.35423, 0.38757], [1.11485, 0.24723, 1.78932], [0.25816, 1.26636, -0.35346], [1.68950, -1.22894, -0.53081], [1.90431, -0.76540, -1.35580], [0.43899, -1.86284, -0.50280], [-0.02318, -1.75960, 0.75272], [-0.45033, -1.45460, -1.39842], [-0.04054, -1.05449, -2.45517], [-1.69706, -1.07631, -1.25158], [-2.45120, -1.43429, 0.20562], [-2.12600, -2.45799, 0.36374], [-3.61332, -1.45924, 0.05682], [-2.21337, -0.28915, 1.23341], [-2.24864, 0.63787, 0.89635], [-1.26347, -0.37344, 1.46137], [-3.12360, -0.46160, 2.16754], [-4.38658, 0.03426, 1.89401], [-4.75329, 0.10088, 0.88214], [-4.31480, 1.71230, 2.09610], [-5.18705, 2.17121, 2.20163], [-3.56786, 2.45010, 0.83094], [-4.40604, 2.80957, -0.28685], [-5.08697, 1.80450, -0.96930], [-4.41168, 0.45728, -1.23055], [-3.24195, 0.65942, -1.97420], [-2.60894, -0.46928, -2.21066], [-3.46262, -1.35191, -2.57169], [-2.03277, -0.62337, -2.88028], [-2.47336, 1.37164, -1.44091], [-3.57262, 1.34150, -2.83786], [-5.33383, 2.14412, -1.78726], [-6.15932, 1.51236, -0.22510], [-5.22239, 3.50251, 0.25235], [-3.72209, 3.23754, -0.77176], [-3.70916, 2.03314, 2.77869], [-4.94418, -0.16328, 2.65846], [0.83848, -3.42880, -0.62188], [-0.03458, -4.04095, -0.51094], [1.10686, -3.31048, -1.80835], [1.71223, -3.82709, 0.30044], [1.47362, -3.75716, 1.67476], [0.51031, -4.24441, 1.83936], [1.57137, -2.70875, 1.94626], [2.25798, -4.38990, 2.43763], [2.24202, -5.41102, -0.02423], [2.97365, -5.65499, 0.67393], [2.38998, -5.47297, -1.25594], [1.15869, -5.94997, 0.06606], [2.77930, -3.20396, 0.12240], [3.97545, 0.04436, 2.07500], [6.15362, 0.99111, 1.38527], [6.99316, 3.33817, -1.23389], [6.99762, 3.76430, 0.32392], [7.46430, 2.18523, -0.03291]], "gap_ev": 8.69, "e_tot_ha": -1778.9308, "total_charge": 0, "de_lowest_kcal_mol": 516.64, "e_homo_ha": -0.3171}

---

# 3
{"formula": "C39H90N4O8", "method": "ωB97M-V/def2-TZVPD", "species": ["C", "O", "C", "C", "N", "C", "C", "O", "C", "H", "H", "H", "H", "H", "H", "H", "H", "H", "H", "H", "H", "H", "H", "H", "C", "C", "C", "C", "C", "C", "N", "O", "C", "C", "C", "H", "H", "H", "H", "H", "H", "H", "H", "H", "H", "H", "H", "H", "H", "H", "H", "H", "H", "H", "C", "C", "C", "C", "C", "C", "N", "O", "C", "C", "C", "H", "H", "H", "H", "H", "H", "H", "H", "H", "H", "H", "H", "H", "H", "H", "H", "H", "H", "H", "C", "C", "C", "C", "C", "C", "N", "O", "C", "C", "C", "H", "H", "H", "H", "H", "H", "H", "H", "H", "H", "H", "H", "H", "H", "H", "H", "H", "H", "H", "C", "C", "O", "H", "H", "H", "H", "H", "H", "C", "C", "O", "H", "H", "H", "H", "H", "H", "C", "C", "O", "H", "H", "H", "H", "H", "H"], "positions_angstrom": [[-24.26595, 6.58060, -0.13765], [-23.15957, 5.90492, 0.50635], [-22.33409, 6.77639, 1.20224], [-21.18225, 5.93252, 1.79359], [-21.70298, 4.93783, 2.65055], [-20.70871, 3.93516, 3.07095], [-21.47994, 2.70746, 3.41162], [-21.97999, 2.22094, 2.17773], [-23.13877, 1.39811, 2.40243], [-24.79574, 7.16337, 0.60964], [-24.94302, 5.77060, -0.45599], [-23.95251, 7.24234, -0.95837], [-22.92514, 7.34542, 1.94162], [-21.85770, 7.48985, 0.49233], [-20.50811, 6.62416, 2.33210], [-20.53609, 5.51816, 0.98872], [-22.44198, 4.46930, 2.16059], [-20.06471, 4.38814, 3.80193], [-20.08542, 3.71041, 2.15769], [-22.28894, 3.08910, 4.05550], [-20.85639, 1.96458, 3.91412], [-23.38974, 1.04857, 1.43462], [-24.02785, 1.88937, 2.82081], [-22.84414, 0.64052, 3.13896], [-26.65989, 7.90423, 5.00733], [-26.47787, 6.55833, 5.78705], [-25.68370, 6.78398, 7.10352], [-25.78402, 5.58193, 8.11898], [-27.28422, 5.25811, 8.30931], [-28.06845, 4.95033, 7.01505], [-27.87888, 6.14265, 6.11259], [-28.59139, 5.87625, 4.88932], [-27.59721, 3.57623, 6.33846], [-29.59620, 4.80861, 7.30469], [-25.72946, 5.52538, 4.92745], [-25.68197, 8.41660, 4.94730], [-27.27170, 8.66069, 5.52007], [-26.99766, 7.82180, 3.96289], [-24.68318, 7.02794, 6.72203], [-26.20015, 7.64884, 7.48258], [-25.27207, 5.92197, 9.03919], [-25.17973, 4.75962, 7.71292], [-27.67813, 6.15798, 8.75549], [-27.37557, 4.39615, 8.99454], [-26.52088, 3.48485, 6.44733], [-28.07479, 2.76938, 6.92027], [-27.91826, 3.42224, 5.28663], [-29.73586, 4.55262, 8.35511], [-29.99331, 5.81272, 7.19756], [-30.11162, 4.13411, 6.63426], [-24.90213, 6.05111, 4.38885], [-26.35816, 5.04352, 4.15884], [-25.24835, 4.72150, 5.47962], [-29.31606, 6.52239, 4.93025], [-16.82037, 4.92418, 8.46790], [-17.59508, 5.57524, 9.65473], [-17.89448, 4.48964, 10.68451], [-18.40325, 5.14063, 11.98004], [-17.40783, 6.18327, 12.52905], [-16.98599, 7.28212, 11.53154], [-16.70745, 6.55533, 10.28377], [-16.22257, 7.46462, 9.30119], [-18.06752, 8.34615, 11.33408], [-15.65555, 7.93718, 11.97097], [-18.89496, 6.15715, 9.06493], [-16.60019, 5.53814, 7.58220], [-17.47753, 4.18723, 8.00710], [-15.91774, 4.48491, 8.87534], [-18.66673, 3.83869, 10.23822], [-16.97370, 3.97165, 10.91450], [-18.67961, 4.35398, 12.65199], [-19.29567, 5.70257, 11.71636], [-16.48073, 5.75874, 12.94614], [-17.91229, 6.72583, 13.36091], [-17.81229, 9.03540, 10.54483], [-19.02035, 7.88953, 11.12086], [-18.21071, 8.92453, 12.25279], [-14.95204, 7.14530, 12.15969], [-15.25092, 8.65174, 11.25340], [-15.76535, 8.41269, 12.96514], [-19.30909, 5.42749, 8.38590], [-18.83078, 7.08727, 8.48261], [-19.63483, 6.39744, 9.83687], [-17.08193, 7.77238, 9.00224], [-18.39856, 10.59253, 3.60364], [-19.10920, 9.36662, 2.95990], [-18.93091, 9.36741, 1.44265], [-17.45834, 8.88629, 0.99071], [-17.11085, 7.51139, 1.67019], [-17.33887, 7.47828, 3.18221], [-18.63420, 8.03303, 3.44468], [-18.96372, 8.05992, 4.91213], [-17.44430, 5.95559, 3.60787], [-16.16133, 8.15866, 3.96512], [-20.61539, 9.45376, 3.26266], [-18.33134, 10.46704, 4.68500], [-18.95047, 11.50589, 3.32545], [-17.39125, 10.63200, 3.23094], [-19.59332, 8.72910, 0.86775], [-19.03086, 10.42706, 1.11822], [-16.81180, 9.72335, 1.31062], [-17.59977, 8.89565, -0.09792], [-16.01922, 7.26545, 1.55341], [-17.64664, 6.73193, 1.12320], [-17.65796, 5.87611, 4.69281], [-18.25538, 5.47708, 3.10141], [-16.53096, 5.38064, 3.42944], [-16.03271, 9.18454, 3.63859], [-16.26751, 8.05673, 5.04915], [-15.23231, 7.63054, 3.69296], [-20.79886, 9.57320, 4.32061], [-21.12767, 8.53446, 2.92836], [-21.15074, 10.26812, 2.77661], [-19.72785, 7.47115, 4.83983], [-18.61385, 10.86177, 8.86684], [-18.44834, 10.41759, 7.38751], [-18.06913, 9.03954, 7.42091], [-17.65813, 10.79711, 9.37006], [-19.33163, 10.27683, 9.41340], [-19.01971, 11.86291, 8.99719], [-17.59024, 10.94581, 6.88015], [-19.37957, 10.76195, 6.86258], [-18.25180, 8.63988, 6.55932], [-24.08135, 10.54295, 8.13156], [-24.51130, 11.07333, 6.76877], [-24.50954, 12.51595, 6.86211], [-24.83711, 10.79814, 8.90725], [-23.06954, 10.91786, 8.30448], [-24.09321, 9.46238, 8.16983], [-25.49440, 10.68556, 6.51054], [-23.79502, 10.77722, 6.01500], [-24.74222, 12.85066, 5.97699], [-21.68056, 7.50922, 7.14104], [-22.27463, 6.95327, 5.84360], [-21.23162, 6.41056, 5.00583], [-21.22488, 6.71563, 7.74521], [-22.46959, 8.01061, 7.69033], [-20.89541, 8.23197, 6.86555], [-22.85717, 7.69768, 5.22531], [-23.01170, 6.11779, 5.96940], [-21.68385, 5.86968, 4.32114]], "gap_ev": 8.30, "e_tot_ha": -2360.6723, "total_charge": 0, "de_lowest_kcal_mol": 9.89, "e_homo_ha": -0.2896}